No. 1
The following is a DFT calculation (ωB97M-V with the def2-TZVPD basis set) of a molecular structure, C23H20NO5PPd.

Values from the calculation:
net charge = -2
E_HOMO (spin up / spin down) = 0.07259 / 0.09674 Eh

Element x y z (Å)
C: 1.06239 -0.22114 -1.93224
C: -0.45414 -2.06149 1.69384
H: 1.39451 0.55654 -3.93816
H: 0.00335 -2.97467 2.05370
H: -6.63527 2.64165 -0.72188
C: -5.89005 1.45649 -2.38436
C: -0.83696 -1.19291 2.89044
H: -5.25349 3.78558 0.64134
H: -2.61231 0.73791 -2.84477
C: 3.56405 2.72633 3.58479
C: 4.00548 -1.16781 2.66431
H: -6.90278 1.19988 -2.73353
H: -4.85875 0.16113 -3.76115
H: 4.52823 2.27209 3.19991
C: 2.45659 2.39481 2.66897
H: 3.31890 2.30533 4.58844
H: 3.64233 3.82178 3.67891
H: 0.60901 -1.53405 -5.06744
C: 0.66494 -1.45932 -3.97531
H: -0.18033 -3.38107 -1.25366
O: -1.50848 -1.72396 3.75951
C: 2.25286 -1.45357 1.03572
P: 0.51855 -1.02936 0.58165
H: 1.32726 0.69380 -1.42458
H: 4.28291 -0.96740 3.72755
C: 4.92846 -1.74686 1.78813
H: 0.01918 -3.52632 -3.68296
H: 6.02862 -1.72109 2.00559
C: 0.20082 -2.49571 -1.80619
C: -3.52847 1.20756 -2.40953
C: -4.52799 2.67476 -0.71956
C: -5.75797 2.32636 -1.26209
C: 3.13102 -2.20494 0.25648
C: -2.03783 2.01850 -0.60358
H: 2.70820 -2.62752 -0.67411
O: -0.31190 -0.01190 2.89026
C: 4.48757 -2.31593 0.60087
C: 2.68129 -0.98555 2.28201
O: -4.36269 3.60873 0.26356
C: 0.26979 -2.56867 -3.21004
C: -3.37442 2.04046 -1.29704
H: 5.16635 -2.84385 -0.08169
C: 1.07919 -0.30834 -3.33807
H: -1.30035 -2.34612 1.06056
C: -4.77208 0.89447 -2.94356
H: 1.98778 -0.49441 2.96308
C: 0.56123 -1.28430 -1.17149
N: 1.54820 2.17264 1.98728
Pd: -0.30887 1.03700 0.93187
O: -0.91661 1.65901 -1.19413
O: -2.09730 2.25546 0.63233

Atom charges from the natural (NBO) analysis, given in e for atoms 1 to 5: C -0.1984; C -0.8709; H 0.1869; H 0.2162; H 0.1809

=====

No. 2
The following is a DFT calculation (ωB97M-V with the def2-TZVPD basis set) of a molecular structure, C23H21AlN3O6PS2.

Values from the calculation:
net charge = +2
E_HOMO = -0.51385 Eh

Element x y z (Å)
C: 2.37060 2.99179 0.98880
C: -2.78392 -4.26118 2.53625
H: -2.40605 -1.59928 4.63123
H: 0.62998 -3.55139 0.23320
H: 2.24569 2.70862 3.03968
N: 3.21710 3.73981 0.27008
O: -1.78987 0.12526 0.70236
H: -3.04600 -5.31051 2.56617
C: -5.49290 -1.05167 -2.82045
C: -2.14827 -2.32537 1.29560
C: 0.22664 -5.11805 -2.75133
C: 3.12743 -1.07607 2.12432
H: 3.82697 4.69776 -1.47182
C: -0.51533 -2.83498 -2.89155
O: 2.10115 -1.76766 1.93117
H: 4.87927 5.03076 0.74997
N: -0.45506 -1.38630 -0.94622
P: -1.88970 -1.26992 -0.12741
S: -1.52703 0.01314 2.28806
H: -0.54557 -4.20734 -4.53544
C: -5.10542 0.07050 -2.10024
C: -3.27974 -1.17983 -1.18866
H: 0.40000 -6.07551 -3.22429
H: -5.66823 0.99039 -2.18054
C: 3.79503 4.01284 2.37576
H: -5.08519 -3.10704 -3.29811
O: 3.02608 0.17629 1.85557
C: -2.47925 -3.67030 1.31385
C: -2.11951 -1.61423 2.49631
C: -2.42831 -2.17901 3.71716
H: -2.50613 -4.25100 0.40119
H: -0.90209 -1.99527 -3.45556
H: 4.06771 -1.49646 2.48136
Al: 1.29732 -0.10635 1.15721
C: -3.99528 0.01805 -1.27452
H: 1.00766 -5.74733 -0.84998
S: 1.07524 2.05739 0.32688
H: -3.09963 -3.23754 -1.84759
C: 0.34378 -3.71489 -0.79919
H: -6.36619 -1.00175 -3.45755
H: 4.23425 4.28851 3.31745
H: 3.61416 2.94183 -1.63476
O: 0.59479 -0.89578 -0.18954
O: -2.19963 1.04736 2.95913
C: 3.21183 3.84923 -1.18985
N: 2.71402 3.16167 2.27198
H: -3.04094 -4.00219 4.65000
C: 4.10699 4.37825 1.11705
O: -0.06419 -0.06136 2.44666
C: -0.20349 -2.67958 -1.54928
H: -3.69194 0.89178 -0.71376
H: 2.19699 4.00333 -1.54358
C: -0.31013 -4.07152 -3.48820
C: -4.77593 -2.23992 -2.73020
C: -2.77501 -3.52461 3.71650
C: -3.66470 -2.31522 -1.91194
C: 0.56410 -4.93683 -1.41331

Atom charges from the natural (NBO) analysis, given in e for atoms 1 to 5: C 0.2906; C -0.1662; H 0.2624; H 0.2368; H 0.4441

=====

No. 3
The following is a DFT calculation (ωB97M-V with the def2-TZVPD basis set) of 2 unconnected molecules or ions with the total composition C23H21F3O.

Values from the calculation:
net charge = 0
E_HOMO = -0.25018 Eh

Element x y z (Å)
C: 0.07392 0.36665 -4.58060
C: -0.82632 0.58252 4.31700
H: -2.73714 -0.38602 2.68333
C: -1.91387 0.06120 2.11562
H: 0.38704 2.36483 4.66688
C: -0.84259 0.65961 2.80091
H: 0.72887 1.11642 -4.13786
C: 3.09471 -1.40464 -0.23309
H: -1.65838 -2.48925 -3.78829
F: -0.26198 1.81253 -6.43714
C: 0.15957 1.31523 2.08397
C: -0.60770 0.65457 -5.76121
H: -0.79420 -0.95425 5.82809
H: 0.93645 1.86318 2.62410
H: 0.33810 1.20549 6.00433
C: -2.00572 -1.24184 -5.50763
F: 4.37356 1.41462 -2.17751
C: 0.27319 -1.19548 -2.60578
H: 4.82797 -0.09162 -0.06589
F: -3.08843 -1.99307 -5.91971
C: 3.59840 0.33292 -1.80519
C: -0.79920 -0.89431 4.73172
C: -2.10941 1.21132 4.87340
H: 1.25782 -2.46410 -0.58625
H: 0.10066 -1.40171 4.35264
H: -3.01558 0.69952 4.51889
C: 1.94819 -1.69026 -0.93867
H: -2.22881 0.18664 -7.13600
H: 1.32442 0.85637 4.57347
H: -0.34139 -1.90360 -2.04232
C: -1.33433 -1.62623 -4.35955
H: -2.08519 1.14445 5.96936
C: -0.80606 0.50700 -0.04345
O: -0.67866 0.20628 -1.27389
H: -1.67385 -1.44600 4.35684
H: -2.77699 -0.38259 0.16982
H: 3.34958 -1.98098 0.65958
H: 2.33889 0.53050 -3.52855
C: 3.93613 -0.35250 -0.64314
C: -0.25223 -0.82694 -3.87540
C: -1.66654 -0.10812 -6.23968
C: 0.17784 1.28689 0.69876
C: 2.50296 0.01132 -2.59715
H: 0.95235 1.79245 0.11437
H: -2.19686 2.27302 4.59711
C: -1.94924 0.04351 0.73991
C: 1.58833 -0.96307 -2.11109
C: 0.38171 1.29755 4.91495

Atom charges from the natural (NBO) analysis, given in e for atoms 1 to 5: C -0.2264; C -0.1091; H 0.2071; C -0.2544; H 0.2112

=====

No. 4
The following is a DFT calculation (ωB97M-V with the def2-TZVPD basis set) of a molecular structure, C23H21F6N2O4Tc.

Values from the calculation:
net charge = +2
E_HOMO (spin up / spin down) = -0.50824 / -0.50811 Eh

Element x y z (Å)
N: 1.47216 1.78993 0.22635
C: 1.42158 3.98222 0.62764
H: -2.28828 -3.17321 4.32919
C: -2.94486 0.51369 -2.00236
C: 2.74468 3.57684 0.61874
C: -1.23385 -1.98748 2.90596
H: -4.35499 -1.04342 -1.55129
C: -5.07906 0.21822 -3.11437
C: 2.48512 -2.76349 -2.34892
C: -2.67806 1.63461 -2.80983
H: -0.98845 2.05833 -2.04335
C: 0.14620 -0.60735 1.48681
C: -2.04660 -0.07198 -1.03206
H: 0.91213 -4.82898 -1.35940
H: 4.54241 1.58920 -0.59224
F: 3.44811 -1.86197 -2.10040
O: -0.89274 0.74094 -0.72588
C: 3.90479 1.28559 0.23801
H: 1.42489 5.93437 1.46087
Tc: 0.62034 -0.09494 -0.10365
F: 1.33320 -3.24700 1.13677
C: 0.41828 -3.85807 -1.38193
N: 0.68287 2.88932 0.37911
C: -4.16509 -0.18319 -2.17781
C: 2.17026 -2.87173 0.17170
C: 1.45160 -2.77099 -1.19351
H: -0.98131 -2.34530 6.24335
H: -0.33439 -3.80630 -0.59953
H: -3.35791 2.85824 -4.41136
H: -0.06816 -3.72358 -2.34614
C: -4.77794 1.31710 -3.92733
C: -1.50429 -2.44673 4.16856
F: 1.87365 -2.42238 -3.47706
C: -0.75572 -1.97300 5.25161
H: 3.60727 4.20652 0.75546
C: 0.80630 5.32524 0.80638
H: -1.78633 -2.33055 2.04064
H: -6.01527 -0.30872 -3.22664
C: 0.26808 -1.03319 5.10098
H: 3.60259 0.25658 0.05328
F: 2.61029 -1.59615 0.54012
C: 2.74496 2.20892 0.36348
O: -1.56252 2.40412 -2.73223
C: 0.55020 -0.54057 3.85197
H: 0.73465 5.83109 -0.15748
H: -0.19446 5.25678 1.23044
O: -2.12197 -1.12779 -0.46804
F: 3.21283 -3.65892 0.17148
H: 1.32754 0.19569 3.69610
C: -3.59648 2.01157 -3.78304
H: -0.32146 2.80489 0.37074
H: 0.82474 -0.69485 5.96332
O: 0.84135 -1.46796 -1.23472
C: -0.19622 -1.02691 2.74112
H: 4.51053 1.30388 1.14340
F: 3.03618 -3.95961 -2.48811
H: -5.48338 1.63243 -4.68489

Atom charges from the natural (NBO) analysis, given in e for atoms 1 to 5: N -0.3860; C 0.2713; H 0.2606; C -0.2833; C -0.3174